The following is a quantum chemistry calculation of a structure of composition C26H29ClGeN3O8RuSe, from the Open Molecules 2025 dataset.

Calculated values
Relative energy (zero: lowest compared OMol25 entry of this formula, charge and spin)   257.6 kJ/mol
E_tot   -6807.79823 Eh
⟨S²⟩   0.76
HOMO energy (alpha / beta)   -8.245 / -8.319 eV
Maximum force   2.6 eV/Å
HOMO-LUMO gap (alpha / beta)   7.16 / 7.18 eV

The geometry in ORCA input format:
```
! wB97M-V def2-TZVPD RIJCOSX def2/J DEFGRID3
* xyz 0 2
O 2.41 1.37 0.77
C -0.67 3.57 -0.46
H -2.02 4.18 3.04
H 4.66 -4.43 3.86
H 3.28 -2.22 -0.57
C -1.62 -2.50 2.98
H 2.42 -5.48 3.58
C 5.44 -0.87 2.42
H -2.13 6.02 1.32
N 1.75 -3.56 3.26
H -3.34 -1.23 2.76
N -0.60 2.62 0.47
H 2.06 -2.62 3.07
H -1.24 5.54 -0.99
C -0.86 1.73 2.67
C 4.73 -1.39 1.39
H 2.70 -4.36 4.94
C 0.45 -3.91 3.05
Cl 6.72 -1.79 3.17
Se -1.06 -0.09 -1.93
O -0.44 3.79 -2.78
C 4.14 1.16 2.34
H 3.92 2.16 2.69
O 0.65 2.15 -1.71
H -4.62 2.85 -3.83
H 0.44 -1.96 -2.63
N -0.72 -1.26 0.66
H -2.12 1.92 -6.56
C -1.71 5.06 1.08
Ru 0.54 0.80 0.05
Ge -2.94 1.00 -4.34
C -1.08 0.71 -3.69
H -1.96 -2.99 3.88
H -2.45 -0.16 0.71
C -1.22 4.81 -0.19
H -2.96 3.49 -3.84
H 5.72 0.82 3.73
H -3.88 -1.39 -4.39
C -1.89 -0.93 1.22
H -0.50 0.08 -4.36
O -1.40 1.78 3.76
H -3.55 2.57 -2.45
H -1.20 -2.14 -3.32
C 2.91 -1.24 -0.23
C -2.38 -1.53 2.36
C 2.70 -4.46 3.85
C 5.14 0.42 2.90
H 0.92 -2.51 0.76
C -0.40 -2.84 2.43
C -0.11 3.18 -1.78
C 0.00 -2.22 1.26
H 4.95 -2.38 1.02
O 0.00 -5.00 3.34
H -5.11 -0.25 -3.83
C -1.06 2.85 1.70
H -0.59 1.68 -3.62
C -3.59 2.65 -3.54
C -2.79 1.10 -6.29
O 3.95 -4.09 3.31
H -0.90 -2.56 -1.61
C -0.63 -1.90 -2.43
C 3.67 -0.65 0.81
H -3.76 1.28 -6.76
O 1.88 -0.81 -0.76
C -1.64 4.06 2.04
H -2.38 0.17 -6.68
O -0.13 0.80 2.19
C 3.35 0.65 1.28
H -3.82 -0.76 -2.74
C -4.05 -0.51 -3.77
*
```

These are the Löwdin partial charges, in e, on atoms 1 to 5:
1. O -0.148
2. C -0.165
3. H 0.126
4. H 0.089
5. H 0.144


The following is a quantum chemistry calculation of the molecule C5H8ClNO3S, from the Open Molecules 2025 dataset.

Calculated values
Relative energy (zero: lowest compared OMol25 entry of this formula, charge and spin)   459.0 kJ/mol
E_tot   -1333.93312 Eh
HOMO energy (alpha / beta)   -8.840 / -8.838 eV
Maximum force   3.0 eV/Å
HOMO-LUMO gap (alpha / beta)   8.26 / 8.25 eV

The geometry in ORCA input format:
```
! wB97M-V def2-TZVPD RIJCOSX def2/J DEFGRID3
* xyz 0 1
H 0.47 -1.54 1.24
C -1.24 2.21 0.93
H 2.04 0.49 0.28
C -0.33 -1.59 0.49
N 0.15 1.93 -0.92
H -1.44 3.01 1.57
Cl -3.41 -0.09 0.82
O -2.48 -1.12 -1.45
H 2.42 0.64 -1.33
S -2.22 0.07 -0.73
C -0.58 -0.17 0.01
O -0.50 2.61 -0.01
H 0.08 -2.38 -0.18
C 0.31 0.59 -0.63
C 1.69 0.13 -0.76
H 1.86 -0.91 -0.94
H -1.22 -2.10 1.01
O -2.61 1.27 -1.43
H -1.61 1.24 1.23
*
```

These are the Löwdin partial charges, in e, on atoms 1 to 5:
1. H 0.082
2. C 0.022
3. H 0.143
4. C -0.094
5. N 0.066